The following is a quantum chemistry calculation of a molecular structure, C50H39Cl2GaO4P2S2, from the Open Molecules 2025 dataset.

**DFT total energy**: -6553.550895 hartree
**E_HOMO**: -13.017 eV
**LUMO level**: -5.433 eV
**Orbital gap**: 7.584 eV

```
! RIJCOSX wB97M-V def2-TZVPD def2/J DEFGRID3
* xyz 2 1
Ga 0.096 -0.192 -0.108
O -0.179 3.443 0.634
S -0.889 2.277 0.071
C -2.292 1.936 1.127
C -3.458 2.684 1.077
C -4.404 2.552 2.083
C -4.163 1.708 3.155
C -3.000 0.953 3.202
C -2.066 1.023 2.173
P -0.575 -0.026 2.232
C -1.012 -1.729 2.665
C 0.067 -2.607 2.795
C -0.152 -3.956 3.026
C -1.449 -4.442 3.116
C -2.525 -3.577 2.976
C -2.311 -2.224 2.748
C 0.431 0.640 3.577
C 0.662 -0.093 4.740
C 1.360 0.484 5.791
C 1.809 1.793 5.691
C 1.568 2.526 4.536
C 0.890 1.954 3.473
C -1.539 2.729 -1.519
C -2.093 3.991 -1.691
C -2.550 4.366 -2.944
C -2.442 3.489 -4.016
C -1.843 2.250 -3.849
C -1.359 1.859 -2.600
P -0.478 0.275 -2.453
C -1.587 -0.918 -3.253
C -2.954 -0.841 -2.975
C -3.826 -1.776 -3.506
C -3.342 -2.799 -4.313
C -1.988 -2.875 -4.598
C -1.109 -1.937 -4.074
C 1.039 0.357 -3.433
C 1.401 1.456 -4.207
C 2.575 1.423 -4.948
C 3.381 0.294 -4.931
C 3.033 -0.799 -4.145
C 1.876 -0.762 -3.383
H -3.630 3.378 0.266
H -5.316 3.132 2.042
H -4.882 1.635 3.961
H -2.819 0.305 4.051
H 1.084 -2.239 2.710
H 0.691 -4.626 3.131
H -1.621 -5.495 3.296
H -3.537 -3.953 3.048
H -3.161 -1.568 2.619
H 0.293 -1.104 4.840
H 1.538 -0.086 6.693
H 2.337 2.247 6.519
H 1.902 3.551 4.465
H 0.697 2.544 2.583
H -2.137 4.676 -0.854
H -2.989 5.344 -3.085
H -2.810 3.778 -4.991
H -1.743 1.582 -4.697
H -3.340 -0.048 -2.344
H -4.885 -1.703 -3.298
H -4.024 -3.527 -4.731
H -1.610 -3.659 -5.241
H -0.059 -2.000 -4.323
H 0.778 2.340 -4.234
H 2.852 2.278 -5.549
H 4.284 0.266 -5.526
H 3.667 -1.676 -4.117
H 1.635 -1.604 -2.743
Cl -1.227 -7.212 -1.291
C -0.638 -5.618 -0.991
C 0.741 -5.387 -0.960
C 1.233 -4.125 -0.718
Cl 2.939 -3.857 -0.684
C 0.381 -3.026 -0.488
O 0.927 -1.859 -0.240
C -1.013 -3.279 -0.539
C -2.003 -2.268 -0.346
O -1.814 -1.055 -0.146
C -1.502 -4.578 -0.787
H 1.429 -6.205 -1.128
H -3.046 -2.604 -0.392
H -2.572 -4.746 -0.814
C 4.068 1.153 -1.225
S 3.199 0.523 0.200
O 1.729 0.876 -0.140
C 3.694 1.730 1.390
C 4.523 1.303 2.416
C 5.014 2.244 3.312
C 4.662 3.577 3.173
C 3.801 3.984 2.156
C 3.307 3.060 1.255
H 3.762 2.184 -1.391
H 3.818 0.523 -2.075
H 5.134 1.097 -1.007
H 4.795 0.258 2.507
H 5.673 1.934 4.112
H 5.054 4.310 3.866
H 3.519 5.025 2.068
H 2.616 3.359 0.476
*
```

These are the Löwdin partial charges, in e, on atoms 1 to 4:
1 Ga 0.125
2 O -0.408
3 S 0.918
4 C -0.322

---

The following is a quantum chemistry calculation of 2 unconnected molecules or ions with the total composition N4S, from the Open Molecules 2025 dataset.

**DFT total energy**: -617.223641 hartree
**SMILES**: N#[N+][S-].N#N
**E_HOMO**: -10.102 eV
**LUMO level**: 0.575 eV
**Orbital gap**: 10.678 eV

```
! RIJCOSX wB97M-V def2-TZVPD def2/J DEFGRID3
* xyz 0 1
N 0.024 -1.680 0.378
N 0.311 -1.312 1.404
S 0.692 -0.813 2.771
N -0.483 1.220 -1.760
N -0.155 2.127 -1.232
*
```

These are the Löwdin partial charges, in e, on atoms 1 to 4:
1 N 0.163
2 N -0.828
3 S 0.660
4 N 0.002

---

The following is a quantum chemistry calculation of a single H2S molecule, from the Open Molecules 2025 dataset.

**DFT total energy**: -399.367983 hartree
**SMILES**: S
**E_HOMO**: -9.823 eV
**LUMO level**: 1.036 eV
**Orbital gap**: 10.859 eV

```
! RIJCOSX wB97M-V def2-TZVPD def2/J DEFGRID3
* xyz 0 1
S -0.434 0.323 -0.021
H -0.295 -0.932 0.480
H 0.729 0.609 -0.459
*
```

Charges in e, computed with Löwdin, in the same order as the atoms:
1 S 0.486
2 H -0.203
3 H -0.283

---

The following is a quantum chemistry calculation of 2 unconnected molecules or ions with the total composition CH8N2S2, from the Open Molecules 2025 dataset.

**DFT total energy**: -948.708661 hartree
**SMILES**: NCN.SS
**E_HOMO**: -8.847 eV
**LUMO level**: 0.684 eV
**Orbital gap**: 9.530 eV

```
! RIJCOSX wB97M-V def2-TZVPD def2/J DEFGRID3
* xyz 0 1
N -0.227 2.204 1.110
C 0.495 0.961 1.391
N 0.642 -0.036 0.358
H -1.228 2.128 1.039
H -0.011 2.796 1.815
H -0.262 0.528 2.194
H 1.367 1.459 1.624
H 1.109 0.236 -0.567
H -0.322 -0.166 0.162
S -0.138 -2.937 -1.340
S -1.204 -2.439 -2.932
H 0.120 -1.610 -1.085
H -0.343 -3.124 -3.767
*
```

These are the Löwdin partial charges, in e, on atoms 1 to 4:
1 N -0.023
2 C -0.366
3 N -0.028
4 H 0.059

---

The following is a quantum chemistry calculation of a molecular structure, C12H14FIN2Sn, from the Open Molecules 2025 dataset.

**DFT total energy**: -1186.452357 hartree
**E_HOMO**: -15.536 eV
**LUMO level**: -9.865 eV
**Orbital gap**: 5.671 eV

```
! RIJCOSX wB97M-V def2-TZVPD def2/J DEFGRID3
* xyz 2 1
C 0.132 1.075 3.866
C -0.555 2.246 3.286
H -0.509 0.344 4.351
H 0.940 1.272 4.550
H 0.776 0.614 3.052
H -0.838 1.960 2.301
H -1.588 2.375 3.672
H 0.064 3.172 3.218
C 1.280 -3.078 -1.072
C 1.706 -4.291 -1.586
C 1.562 -4.516 -2.965
C 0.993 -3.533 -3.796
H 1.329 -2.829 -0.011
H 2.132 -5.035 -0.907
H 1.884 -5.465 -3.379
H 0.821 -3.696 -4.862
N 0.773 -2.127 -1.894
C 0.601 -2.300 -3.248
C -0.036 -1.129 -3.884
N -0.329 -0.137 -2.973
C -0.991 1.000 -3.306
C -1.051 0.277 -5.589
C -1.351 1.252 -4.620
H -1.222 1.690 -2.495
H -1.868 2.186 -4.862
C -0.413 -0.924 -5.222
H -0.218 -1.727 -5.940
H -1.334 0.456 -6.620
Sn -0.175 -0.516 -0.866
I -2.561 -1.395 -0.045
F 1.425 0.544 -0.531
*
```

These are the Löwdin partial charges, in e, on atoms 1 to 4:
1 C -0.191
2 C -0.183
3 H 0.070
4 H 0.063

---

The following is a quantum chemistry calculation of a molecular structure, C24H12F9O2PRuS4, from the Open Molecules 2025 dataset.

**DFT total energy**: -3999.823137 hartree
**E_HOMO (spin up / spin down)**: -6.871 / -8.568 eV
**LUMO level (spin up / spin down)**: -1.361 / -2.255 eV
**Orbital gap (spin up / spin down)**: 5.509 / 6.313 eV
**<S²>**: 6.04

```
! RIJCOSX wB97M-V def2-TZVPD def2/J DEFGRID3
* xyz 0 5
Ru -1.816 2.091 1.093
O -3.390 3.700 -4.027
C -4.542 3.971 -3.733
S -6.032 4.247 -3.356
C -3.658 2.498 0.628
C -4.438 1.190 0.725
S -3.624 1.810 2.240
S -5.562 0.385 0.052
S -2.684 3.351 -0.684
F 5.617 3.328 0.504
C 4.724 3.604 -0.477
F 4.394 4.950 -0.301
F 5.383 3.560 -1.652
C 3.588 2.688 -0.435
C 3.612 1.379 0.101
C 2.432 0.660 0.282
C 1.266 1.277 -0.091
C 1.200 2.463 -0.793
C 2.390 3.166 -0.982
P -0.292 0.477 0.478
C -0.156 -0.780 1.841
C 0.613 -0.462 2.991
C 0.921 -1.411 3.951
C 0.296 -2.658 3.826
C -0.407 -3.021 2.640
C -0.800 -2.001 1.765
C 0.628 -3.722 4.820
F 1.946 -3.853 5.029
F 0.202 -4.936 4.330
F 0.070 -3.566 6.084
C -0.680 -0.493 -0.965
C -1.645 -0.282 -1.962
C -1.758 -1.183 -2.962
C -0.836 -2.252 -3.138
C 0.182 -2.362 -2.226
C 0.315 -1.492 -1.139
C -1.027 -3.283 -4.198
F -2.054 -4.113 -3.842
F -1.408 -2.724 -5.426
F 0.068 -4.059 -4.474
H 4.535 0.974 0.373
H 2.539 -0.294 0.783
H 0.255 2.824 -1.127
H 2.417 4.108 -1.442
H 0.859 0.608 3.099
H 1.405 -1.072 4.883
H -0.635 -4.119 2.525
H -1.510 -2.166 0.967
H -2.284 0.607 -1.933
H -2.562 -1.163 -3.685
H 0.980 -3.075 -2.382
H 1.239 -1.516 -0.570
O -0.277 2.145 1.989
*
```

These are the Löwdin partial charges, in e, on atoms 1 to 4:
1 Ru 0.761
2 O 0.012
3 C -0.850
4 S 0.786

---

The following is a quantum chemistry calculation of a single C3H5N3O molecule, from the Open Molecules 2025 dataset.

**DFT total energy**: -356.850089 hartree
**SMILES**: Nc1c[nH]c(=O)[nH]1
**E_HOMO**: -7.610 eV
**LUMO level**: 0.771 eV
**Orbital gap**: 8.381 eV

```
! RIJCOSX wB97M-V def2-TZVPD def2/J DEFGRID3
* xyz 0 1
N -1.226 -1.381 -0.939
C -0.456 -0.407 -0.295
C -0.757 0.843 0.111
N 0.433 1.413 0.598
C 1.481 0.530 0.503
O 2.651 0.682 0.811
N 0.897 -0.610 -0.038
H -2.202 -1.112 -0.956
H -1.150 -2.294 -0.503
H -1.696 1.374 0.098
H 0.557 2.354 0.928
H 1.468 -1.391 -0.318
*
```

These are the Löwdin partial charges, in e, on atoms 1 to 4:
1 N 0.095
2 C -0.375
3 C -0.062
4 N 0.100

---

The following is a quantum chemistry calculation of a molecular structure, C2H3BrO3S, from the Open Molecules 2025 dataset.

**DFT total energy**: -3275.753373 hartree
**E_HOMO**: -10.825 eV
**LUMO level**: -1.298 eV
**Orbital gap**: 9.527 eV

```
! RIJCOSX wB97M-V def2-TZVPD def2/J DEFGRID3
* xyz 0 1
C -0.891 -0.358 0.671
C 0.114 -0.575 -0.480
O 0.266 2.002 -1.055
O 2.107 1.070 0.249
O -0.248 0.795 1.174
S 0.731 0.965 -0.178
Br 1.477 -1.771 -0.099
H -1.811 -0.233 0.162
H -0.906 -1.016 1.519
H -0.840 -0.878 -1.963
*
```

These are the Löwdin partial charges, in e, on atoms 1 to 4:
1 C -0.304
2 C -0.842
3 O -0.258
4 O -0.301

---

The following is a quantum chemistry calculation of 2 unconnected molecules or ions with the total composition C4H8Si, from the Open Molecules 2025 dataset.

**DFT total energy**: -446.540129 hartree
**E_HOMO**: -8.116 eV
**LUMO level**: 0.169 eV
**Orbital gap**: 8.285 eV

```
! RIJCOSX wB97M-V def2-TZVPD def2/J DEFGRID3
* xyz 0 1
C 1.227 2.075 1.464
C 0.829 0.951 1.601
C -1.562 -0.399 -1.246
C 0.499 -0.397 1.493
Si 0.287 -0.735 -1.048
H 1.690 3.075 1.633
H -2.269 -1.311 -1.444
H -1.927 0.201 -0.361
H -1.712 0.188 -2.097
H -0.395 -0.717 1.851
H 1.417 -1.006 1.573
H 1.007 0.173 -2.084
H 0.910 -2.099 -1.336
*
```

These are the Löwdin partial charges, in e, on atoms 1 to 4:
1 C 0.060
2 C -0.334
3 C -0.325
4 C -0.166

---

The following is a quantum chemistry calculation of 2 unconnected molecules or ions with the total composition C3H8NO3S, from the Open Molecules 2025 dataset.

**DFT total energy**: -797.313858 hartree
**E_HOMO**: -13.617 eV
**LUMO level**: -3.773 eV
**Orbital gap**: 9.845 eV

```
! RIJCOSX wB97M-V def2-TZVPD def2/J DEFGRID3
* xyz 1 1
C -1.916 -0.882 -1.366
C 1.053 -0.898 -0.859
C 0.959 0.967 2.129
N 1.531 1.962 2.278
O -0.728 -0.776 1.045
O 2.224 2.917 2.253
O -0.440 1.116 -0.465
S -0.520 -0.464 -0.276
H -2.216 0.092 -1.831
H -2.452 -1.418 -0.643
H -1.497 -1.506 -2.235
H 1.889 -0.172 -0.475
H 1.104 -1.020 -1.936
H 1.324 -1.891 -0.427
H -0.556 1.693 0.283
H 0.242 0.280 2.527
*
```

These are the Löwdin partial charges, in e, on atoms 1 to 4:
1 C -0.046
2 C -0.128
3 C 0.096
4 N -0.195

---

The following is a quantum chemistry calculation of a molecular structure, C5H11IN, from the Open Molecules 2025 dataset.

**DFT total energy**: -549.065736 hartree
**E_HOMO (spin up / spin down)**: -10.040 / -13.164 eV
**LUMO level (spin up / spin down)**: -3.107 / -5.328 eV
**Orbital gap (spin up / spin down)**: 6.934 / 7.836 eV
**<S²>**: 2.01

```
! RIJCOSX wB97M-V def2-TZVPD def2/J DEFGRID3
* xyz 1 3
C -0.659 -0.788 -1.617
C -0.349 -0.768 -0.173
C 0.838 -1.039 -1.805
C -1.318 0.847 1.220
C 1.200 0.705 1.213
N -0.066 0.600 0.412
I 1.932 -2.847 -1.996
H -1.170 -1.717 -1.903
H -0.818 0.124 -2.149
H -0.454 -1.670 0.528
H 1.324 -0.054 -1.728
H -2.131 0.323 0.880
H -1.093 0.609 2.183
H -1.475 1.903 1.016
H 1.190 0.292 2.279
H 1.992 0.518 0.584
H 1.255 1.716 1.381
H -0.199 1.245 -0.321
*
```

These are the Löwdin partial charges, in e, on atoms 1 to 4:
1 C -0.196
2 C -0.138
3 C -0.684
4 C 0.048

---

The following is a quantum chemistry calculation of a single C6H10O molecule, from the Open Molecules 2025 dataset.

**DFT total energy**: -309.706075 hartree
**E_HOMO**: -8.041 eV
**LUMO level**: 0.962 eV
**Orbital gap**: 9.003 eV

```
! RIJCOSX wB97M-V def2-TZVPD def2/J DEFGRID3
* xyz 0 1
C -2.006 -0.261 0.147
C -1.002 0.667 -0.526
C -0.053 1.445 0.397
C 0.345 0.261 -0.987
C 0.896 -0.991 -0.338
C 2.354 -0.912 0.051
O 2.952 0.120 0.247
H -2.851 0.312 0.544
H -1.574 -0.824 0.980
H -2.405 -0.980 -0.577
H -1.510 1.332 -1.230
H -0.148 2.527 0.310
H -0.027 1.073 1.422
H 0.999 1.296 -0.087
H 0.796 -1.766 -1.112
H 0.382 -1.407 0.551
H 2.855 -1.892 0.208
*
```

These are the Löwdin partial charges, in e, on atoms 1 to 4:
1 C -0.075
2 C -0.404
3 C -0.065
4 C -0.059

---

Energy above the lowest of the compared OMol25 structures with the same formula, charge and spin values, unit kcal per mole, following the record order: 0.0, 0.4, 3.6, 38.2, 0.0, 40.0, 4.6, 85.7, 72.9, 116.5, 62.6, 85.5.
Maximum force values, unit eV/Å, following the record order: 0.1, 4.7, 2.8, 4.3, 2.7, 7.0, 0.3, 5.6, 5.5, 5.3, 5.2, 0.5.